Computed, not measured: C5H5NO in the gas phase in a non-equilibrium geometry, with ωB97M-V/def2-TZVPD.

The gap between HOMO and LUMO is 9.275 eV. Its HOMO energy is -8.60 eV. The value obtained for the largest force on an atom is 0.1053 hartree/bohr. The energy relative to the best compared isomer or geometry (same formula, charge and spin) comes out at 337.1 kJ/mol. As for the structure (SMILES): C=CC1=NCC1=O.

Positions of all 12 atoms, in Å:
C1 0.531 2.115 -1.023
C2 0.779 0.812 -0.955
C3 -0.015 -0.143 -0.340
N1 -1.086 -0.803 -0.470
C4 -1.176 -1.522 0.798
C5 0.296 -1.190 1.105
O1 1.218 -1.411 1.764
H1 1.296 2.846 -1.344
H2 -0.356 2.607 -0.606
H3 1.632 0.311 -1.172
H4 -1.384 -2.539 0.680
H5 -1.735 -1.081 1.563

Force components x, y, z for each atom (eV/Å):
C 0.684 1.192 0.212
C -1.792 2.114 -0.281
C -0.820 -3.475 4.067
N -1.710 0.954 -0.699
C 2.276 0.010 -0.936
C -0.603 3.070 -2.919
O 0.984 -1.047 1.334
H -0.400 -0.720 -0.020
H 0.120 -0.657 -0.315
H 3.223 -0.513 -1.263
H -0.507 -1.721 -0.021
H -1.456 0.793 0.842


Computed, not measured: C5H5NO in the gas phase in a non-equilibrium geometry, with ωB97M-V/def2-TZVPD.

The gap between HOMO and LUMO is 8.530 eV. Its HOMO energy is -8.67 eV. The value obtained for the largest force on an atom is 0.0801 hartree/bohr. The energy relative to the best compared isomer or geometry (same formula, charge and spin) comes out at 234.6 kJ/mol. As for the structure (SMILES): O/C=C1/C=CN=C1.

Positions of all 12 atoms, in Å:
O1 -2.352 -0.654 0.160
C1 -1.511 0.369 -0.155
C2 -0.143 0.258 -0.107
C3 1.061 0.999 0.100
C4 2.023 0.066 0.086
N1 1.627 -1.299 0.032
C5 0.360 -1.161 -0.099
H1 -3.133 -0.153 0.419
H2 -1.962 1.372 -0.160
H3 1.107 2.131 -0.153
H4 3.098 0.147 0.261
H5 -0.175 -2.076 -0.385

Force components x, y, z for each atom (eV/Å):
O 0.113 0.981 -0.623
C 2.160 1.504 1.355
C -2.187 -3.491 0.019
C -0.341 3.003 -2.254
C 2.798 -0.475 1.371
N -0.435 1.852 -0.247
C -1.070 -1.343 -0.731
H -0.501 -0.741 -0.062
H -0.044 -0.420 -0.224
H 0.329 -2.180 1.108
H -0.317 0.717 -0.264
H -0.505 0.594 0.553


Computed, not measured: a 2-piece molecular cluster, C5H5NO overall in a non-equilibrium geometry, with ωB97M-V/def2-TZVPD.

The gap between HOMO and LUMO (spin up / spin down) is 7.680 / 7.540 eV. Its HOMO energy (spin up / spin down) is -8.78 / -8.61 eV. The value obtained for the largest force on an atom is 0.0197 hartree/bohr. The energy relative to the best compared isomer or geometry (same formula, charge and spin) comes out at 689.7 kJ/mol.

Positions of all 12 atoms, in Å:
O1 0.137 0.249 2.183
C1 0.602 0.121 1.090
C2 1.871 -0.332 0.599
C3 2.291 -0.214 -0.599
C4 -0.380 0.501 -0.243
C5 -1.551 -0.426 -0.491
N1 -1.679 0.900 0.049
H1 3.273 -0.433 -1.027
H2 1.045 0.367 -1.217
H3 -1.591 -1.303 0.155
H4 -1.990 -0.559 -1.483
H5 -2.028 1.128 0.984

Force components x, y, z for each atom (eV/Å):
O -0.031 0.050 -0.573
C -0.557 -0.014 0.274
C 0.016 0.097 -0.848
C -0.601 -0.028 0.714
C 0.327 -0.490 0.257
C 0.188 -0.328 -0.120
N 0.763 0.258 -0.185
H -0.747 0.416 -0.408
H -0.144 -0.004 1.004
H -0.145 0.172 0.051
H 0.358 0.010 0.244
H 0.573 -0.139 -0.410


Computed, not measured: C5H5NO in the gas phase in a non-equilibrium geometry, with ωB97M-V/def2-TZVPD.

The gap between HOMO and LUMO is 9.981 eV. Its HOMO energy is -9.86 eV. The value obtained for the largest force on an atom is 0.0433 hartree/bohr. The energy relative to the best compared isomer or geometry (same formula, charge and spin) comes out at 389.0 kJ/mol. As for the structure (SMILES): C#CC(=O)[C@H]1CN1.

Positions of all 12 atoms, in Å:
C1 2.473 -0.298 -0.436
C2 1.866 -0.339 0.614
C3 0.534 0.056 1.075
O1 0.102 0.186 2.194
C4 -0.246 0.360 -0.211
C5 -1.493 -0.441 -0.468
N1 -1.559 0.955 -0.107
H1 3.143 -0.300 -1.259
H2 0.564 0.514 -0.993
H3 -1.716 -1.242 0.238
H4 -1.814 -0.627 -1.495
H5 -1.854 1.174 0.847

Force components x, y, z for each atom (eV/Å):
C 0.910 -0.487 0.934
C 0.061 0.217 -0.723
C -0.777 0.069 0.222
O 0.287 -0.172 -0.616
C 0.625 -0.308 -0.064
C 0.038 -0.222 0.006
N 0.161 0.460 -0.215
H 0.145 -0.043 -0.136
H -2.087 0.607 0.489
H -0.097 0.340 0.029
H 0.309 -0.089 0.259
H 0.425 -0.375 -0.185


Computed, not measured: C5H5NO in the gas phase in a non-equilibrium geometry, with ωB97M-V/def2-TZVPD.

The gap between HOMO and LUMO is 8.639 eV. Its HOMO energy is -8.65 eV. The value obtained for the largest force on an atom is 0.0635 hartree/bohr. The energy relative to the best compared isomer or geometry (same formula, charge and spin) comes out at 380.1 kJ/mol. As for the structure (SMILES): C1=CC=NOC=C1.

Positions of all 12 atoms, in Å:
C1 0.830 -0.001 0.320
C2 0.258 1.219 0.441
C3 -1.107 1.444 -0.087
N1 -2.131 0.718 -0.235
O1 -2.219 -0.553 0.424
C4 -1.267 -1.389 -0.030
C5 0.087 -1.214 0.044
H1 1.938 0.081 0.371
H2 1.017 1.930 0.576
H3 -1.277 2.439 -0.565
H4 -1.794 -2.206 -0.333
H5 0.732 -2.153 -0.297

Force components x, y, z for each atom (eV/Å):
C -0.227 0.497 0.385
C -0.869 -2.038 -0.730
C 0.937 1.338 0.311
N -0.913 0.433 -0.334
O 0.499 1.347 0.547
C 2.388 1.886 1.186
C 0.859 -2.607 -1.557
H -0.910 -1.043 0.107
H -0.028 1.829 0.136
H 0.208 -0.840 0.269
H -0.356 -2.921 -1.013
H -1.587 2.119 0.693


Computed, not measured: C5H5NO in the gas phase in a non-equilibrium geometry, with ωB97M-V/def2-TZVPD.

The gap between HOMO and LUMO is 8.706 eV. Its HOMO energy is -9.97 eV. The value obtained for the largest force on an atom is 0.0860 hartree/bohr. The energy relative to the best compared isomer or geometry (same formula, charge and spin) comes out at 205.0 kJ/mol. As for the structure (SMILES): CC1=NC=CC1=O.

Positions of all 12 atoms, in Å:
C1 1.786 0.852 0.021
C2 0.336 0.268 -0.045
N1 -0.595 1.087 0.293
C3 -1.789 0.231 0.107
C4 -1.587 -1.040 -0.200
C5 -0.078 -1.169 -0.301
O1 0.677 -2.162 -0.150
H1 2.226 0.759 1.117
H2 1.764 1.960 -0.200
H3 2.431 0.315 -0.787
H4 -2.799 0.605 0.453
H5 -2.373 -1.705 -0.309

Force components x, y, z for each atom (eV/Å):
C 0.528 -0.892 0.040
C 2.891 3.252 0.800
N -0.753 -2.417 -1.201
C -1.770 1.049 1.732
C 1.938 1.004 -0.609
C 0.832 -2.939 1.769
O -2.404 3.249 -1.075
H -0.777 -0.192 -2.396
H -0.200 -1.361 0.164
H -0.806 0.923 1.753
H 1.412 -0.115 -0.761
H -0.890 -1.561 -0.216


Computed, not measured: C5H5NO2 in the gas phase in a non-equilibrium geometry, with ωB97M-V/def2-TZVPD.

The gap between HOMO and LUMO is 9.376 eV. Its HOMO energy is -9.66 eV. The value obtained for the largest force on an atom is 0.1236 hartree/bohr. The energy relative to the best compared isomer or geometry (same formula, charge and spin) comes out at 396.0 kJ/mol. As for the structure (SMILES): C#CCC(=O)C(N)=O.

Positions of all 13 atoms, in Å:
C1 1.181 1.579 -1.666
C2 0.589 0.521 -1.431
C3 -0.071 -0.736 -1.265
C4 0.191 -0.833 0.105
O1 1.161 -1.224 0.798
C5 -0.980 -0.185 0.817
N1 -0.604 -0.031 2.150
O2 -1.901 0.169 0.138
H1 1.950 2.450 -1.540
H2 0.296 -1.586 -1.944
H3 -1.252 -0.587 -1.537
H4 0.358 -0.279 2.508
H5 -0.918 0.741 2.866

Force components x, y, z for each atom (eV/Å):
C 0.715 -0.620 1.649
C 2.230 3.965 -2.495
C -1.917 -1.883 -5.627
C 1.828 -2.288 5.639
O -2.052 0.521 -2.918
C 2.284 0.577 2.349
N -0.452 2.508 2.780
O -1.731 0.766 1.511
H -2.184 -2.123 -0.617
H 0.012 1.355 1.060
H 3.060 -0.500 1.009
H -1.542 -0.215 -1.753
H -0.251 -2.063 -2.586


Computed, not measured: C5H5NO3S as an isolated structure in a non-equilibrium geometry, with ωB97M-V/def2-TZVPD.

The gap between HOMO and LUMO is 8.660 eV. Its HOMO energy is -8.80 eV. The value obtained for the largest force on an atom is 0.0911 hartree/bohr. The energy relative to the best compared isomer or geometry (same formula, charge and spin) comes out at 266.0 kJ/mol.

Positions of all 15 atoms, in Å:
C1 -0.159 -1.218 -0.719
C2 1.040 -0.431 -0.962
C3 -0.472 1.801 2.378
C4 0.585 0.873 -1.273
C5 -1.212 -0.343 -0.921
N1 -1.099 1.728 1.417
O1 -2.524 3.953 0.456
O2 -0.093 3.622 -0.149
O3 -0.751 0.861 -1.262
S1 -1.473 3.227 -0.243
H1 -0.118 -2.342 -0.543
H2 2.085 -0.833 -0.810
H3 -0.046 1.835 3.271
H4 0.987 1.826 -1.100
H5 -2.300 -0.535 -1.245

Force components x, y, z for each atom (eV/Å):
C 0.621 -0.317 -0.599
C -0.223 0.799 0.394
C -2.614 -0.479 -3.860
C 0.978 -3.533 1.422
C -1.184 -2.245 -1.330
N 0.895 -0.714 1.843
O 1.502 -0.266 -0.335
O -0.292 0.619 0.244
O -0.580 0.395 -0.346
S -1.743 1.384 -0.809
H -0.524 1.909 -0.163
H -1.429 0.915 -0.352
H 1.881 0.201 3.299
H 0.832 0.956 -0.578
H 1.878 0.376 1.170